# 1
# C5H8OS

The molecule C5H8OS in a non-equilibrium geometry (wB97M-V/def2-TZVPD, OMol25).

Calculated values
HOMO-LUMO gap (spin up / spin down), eV: 8.4 / 8.4

```
15
Properties=species:S:1:pos:R:3:mulliken_charge:R:1
C 0.27 -1.86 0.05 -0.280
C 0.73 -1.31 -1.04 -0.292
C -0.77 -1.15 1.05 -0.745
C -0.09 1.00 -0.61 -0.318
C 0.96 1.84 0.04 -1.105
O -2.49 0.17 -0.57 -0.622
S -1.42 0.45 0.41 0.444
H 0.53 -2.81 0.35 0.438
H 1.32 -1.39 -2.03 0.311
H -1.67 -1.68 1.27 0.448
H -0.24 -0.78 1.88 0.349
H -0.57 1.42 -1.54 0.384
H 0.94 1.56 1.07 0.274
H 0.72 2.88 0.16 0.337
H 1.79 1.66 -0.49 0.375
```


# 2
# C5H8OS2

The molecule C5H8OS2 in a non-equilibrium geometry (wB97M-V/def2-TZVPD, OMol25).

Calculated values
HOMO-LUMO gap, eV: 8.5

```
16
Properties=species:S:1:pos:R:3:mulliken_charge:R:1
C -2.31 0.66 0.50 -0.699
S -1.42 0.50 -1.08 -0.060
C 0.29 0.36 -0.79 0.266
S 1.26 -0.05 -2.02 -0.243
C 0.82 0.75 0.56 -0.561
C 1.60 -0.42 1.24 -0.710
C 0.63 -1.38 2.00 0.048
O -0.41 -1.04 2.46 -0.484
H -2.30 1.68 0.97 0.288
H -1.90 -0.05 1.22 0.176
H -3.33 0.44 0.28 0.373
H 0.05 1.08 1.28 0.178
H 1.63 1.47 0.49 0.318
H 2.22 -0.96 0.53 0.393
H 2.30 -0.06 1.96 0.376
H 1.03 -2.41 2.09 0.340
```


| no. | DFT total energy (eV) |
| --- | --- |
| 1 | -18191.77796 |
| 2 | -29031.71957 |